(P)
ORCA calculation (wB97M-V/def2-TZVPD) on an isolated ion of composition C5H4N and charge +1.

Its total charge is +1. As for the structure (SMILES): C[N+]1=CC2=C=C21. Its HOMO energy is -0.5634 Eh. The calculation puts the LUMO energy at -7.638 eV. Its multiplicity is 1.

Cartesian coordinates (Å):
C 1.74 2.47 -1.74
C 0.71 1.61 -1.72
C 0.99 1.70 0.40
C 1.49 2.63 -0.50
C 0.09 -0.62 -0.17
N 0.74 0.66 -0.42
H 0.85 1.77 1.52
H -0.63 -0.43 0.71
H -0.27 -0.83 -1.12
H 0.84 -1.29 0.02


(Q)
ORCA calculation (wB97M-V/def2-TZVPD) on C5H4N as an isolated structure.

Its total charge is +1. Its HOMO energy is -0.5635 Eh. The calculation puts the LUMO energy at -6.809 eV. Its multiplicity is 1.

Cartesian coordinates (Å):
C -1.48 0.81 -0.13
C -2.43 -0.21 0.11
C 0.02 1.46 -0.65
C 0.86 0.41 -0.29
C 0.26 -0.85 0.30
N -1.14 -0.42 0.23
H 1.87 0.44 -0.75
H 0.88 1.35 0.32
H 0.41 -1.72 -0.41
H 0.75 -1.27 1.27


Short version: (P) is the most stable of them.


(P)
ORCA calculation (wB97M-V/def2-TZVPD) on an isolated ion of composition C5H4N and charge +1.

Its total charge is +1. As for the structure (SMILES): C#CC(=C)C#[NH+]. Its HOMO energy is -0.5254 Eh. The calculation puts the LUMO energy at -5.643 eV. Its multiplicity is 1.

Cartesian coordinates (Å):
C 0.33 -0.23 -0.13
C 0.33 1.34 0.20
C 1.36 -0.72 -0.83
C -1.90 -1.47 0.75
C -0.84 -0.89 0.41
N -0.02 2.43 0.17
H 2.24 -0.20 -1.06
H 1.48 -1.77 -0.81
H -0.18 3.36 0.30
H -2.80 -1.86 0.99


(Q)
ORCA calculation (wB97M-V/def2-TZVPD) on C5H4N as an isolated structure.

Its total charge is +1. Its HOMO energy (alpha / beta) is -0.5839 / -0.5839 Eh. The calculation puts the LUMO energy (alpha / beta) at -6.934 / -6.934 eV. Its multiplicity is 1.

Cartesian coordinates (Å):
C -2.77 0.68 0.02
C -2.72 -0.64 0.51
C -1.48 0.87 -0.24
C -0.11 0.83 -0.02
C -0.27 -0.74 -0.20
N -1.76 -0.65 -0.52
H 0.61 1.13 -0.94
H 0.27 1.36 0.85
H 0.37 -1.26 -1.09
H -0.10 -1.29 0.74


Short version: (P) is the most stable of them.


(P)
ORCA calculation (wB97M-V/def2-TZVPD) on a 2-piece molecular cluster, C2H10N4S overall.

Its total charge is +2. Its HOMO energy is -0.6782 Eh. The calculation puts the LUMO energy at -9.694 eV. Its multiplicity is 1.

Cartesian coordinates (Å):
C -1.04 -0.50 0.30
C 2.37 -1.30 -0.04
N -2.06 -0.10 -0.37
N 1.05 0.66 0.17
N -2.90 0.88 -0.05
N 2.07 0.07 -0.29
S 0.86 2.26 0.01
H -0.90 -0.18 1.32
H -0.49 -1.34 -0.07
H 2.45 -1.85 -0.99
H 3.36 -1.38 0.43
H 1.64 -1.76 0.61
H -2.24 -0.50 -1.30
H -3.74 1.00 -0.60
H -2.96 1.18 0.92
H 2.78 0.58 -0.83
H -0.26 2.30 0.77


(Q)
ORCA calculation (wB97M-V/def2-TZVPD) on a 2-piece molecular cluster, C2H10N4S overall.

Its total charge is +2. Its HOMO energy is -0.6643 Eh. The calculation puts the LUMO energy at -9.798 eV. Its multiplicity is 1.

Cartesian coordinates (Å):
C 0.36 -0.05 -0.09
C 2.53 -0.89 -0.04
N -2.47 -0.60 0.47
N 1.60 0.21 0.01
N -3.61 -0.36 -0.04
N 2.02 1.41 0.06
S -0.90 1.15 -0.01
H -0.03 -1.11 -0.21
H 3.27 -0.93 0.78
H 1.90 -1.76 0.12
H 2.98 -0.91 -1.08
H -2.50 -0.45 1.54
H -4.29 0.22 0.42
H -3.82 -0.67 -1.02
H 3.01 1.68 0.06
H 1.33 2.10 0.40
H -1.37 0.97 -1.36


Short version: (P) is the most stable of them.


(P)
ORCA calculation (wB97M-V/def2-TZVPD) on a 2-piece molecular cluster, C4H9NO3 overall.

Its total charge is 0. As for the structure (SMILES): CC(=O)O.CC(N)=O. Its HOMO energy is -0.3593 Eh. The calculation puts the LUMO energy at 0.488 eV. Its multiplicity is 1.

Cartesian coordinates (Å):
C -2.25 -0.25 -0.01
C -1.37 -0.89 1.06
C 2.49 -0.24 -0.20
C 1.22 0.31 -0.85
H -2.84 1.40 -1.02
H -1.89 1.77 0.47
H -1.80 -1.77 1.45
H -1.08 -0.17 1.81
H -0.41 -1.05 0.51
H 3.92 -0.03 0.67
H 0.91 -0.20 -1.83
H 0.48 0.57 -0.05
H 1.72 1.23 -1.17
N -2.48 1.12 -0.09
O -2.75 -1.10 -0.78
O 2.85 -1.32 -0.45
O 3.28 0.60 0.47


(Q)
ORCA calculation (wB97M-V/def2-TZVPD) on C4H9NO3 as an isolated structure.

Its total charge is 0. Its HOMO energy (alpha / beta) is -0.2431 / -0.2432 Eh. The calculation puts the LUMO energy (alpha / beta) at 0.503 / 0.504 eV. Its multiplicity is 1.

Cartesian coordinates (Å):
C 0.90 -0.83 -0.86
C -0.06 0.59 1.09
C 0.36 -0.34 2.19
N -0.40 -0.16 -0.67
C -0.68 0.60 -1.82
O -1.42 -1.08 -0.34
O 1.91 -0.36 -1.32
O 0.16 1.67 -2.07
H -1.90 -1.21 -1.18
H 0.99 1.35 -2.44
H 0.88 -1.78 -0.31
H -1.70 0.95 -1.77
H 0.65 1.36 0.82
H -1.08 0.96 1.16
H 0.28 0.16 3.17
H -0.28 -1.22 2.24
H 1.40 -0.67 2.08


Short version: (P) is the most stable of them.


(P)
ORCA calculation (wB97M-V/def2-TZVPD) on an isolated molecule of C4H9NO3.

Its total charge is 0. As for the structure (SMILES): N[C@@H](CO)CC(=O)O. Its HOMO energy is -0.3469 Eh. The calculation puts the LUMO energy at 0.678 eV. Its multiplicity is 1.

Cartesian coordinates (Å):
C 0.83 1.42 0.00
O 1.86 0.83 0.78
C -0.05 0.50 -0.81
C -0.67 -0.75 -0.03
C 0.19 -1.65 0.77
O -0.55 -2.32 1.68
O 1.38 -1.86 0.69
N -1.10 1.28 -1.39
H 0.26 2.09 0.67
H 1.29 2.18 -0.64
H 1.89 -0.13 0.70
H 0.52 -0.03 -1.57
H -1.08 -1.31 -0.84
H -1.54 -0.40 0.52
H 0.00 -2.60 2.43
H -1.68 1.78 -0.74
H -1.55 0.97 -2.22


(Q)
ORCA calculation (wB97M-V/def2-TZVPD) on an isolated molecule of C4H9NO3.

Its total charge is 0. As for the structure (SMILES): NC[C@@H](CO)C(=O)O. Its HOMO energy is -0.3595 Eh. The calculation puts the LUMO energy at 0.625 eV. Its multiplicity is 1.

Cartesian coordinates (Å):
C 1.21 1.04 0.10
C 0.49 -0.09 0.80
C 0.30 -1.31 -0.09
O 0.44 1.53 -1.01
H 0.42 0.86 -1.72
H 2.19 0.69 -0.28
H 1.36 1.88 0.77
H 0.95 -0.36 1.75
H -0.02 -2.17 0.52
H 1.21 -1.56 -0.65
C -1.13 0.22 1.10
N -0.76 -0.90 -1.06
O -1.61 1.35 0.59
O -1.71 -0.40 1.96
H -0.97 1.72 -0.07
H -1.72 -1.08 -0.79
H -0.65 -1.43 -1.92


(R)
ORCA calculation (wB97M-V/def2-TZVPD) on an isolated molecule of C4H9NO3.

Its total charge is 0. As for the structure (SMILES): C[C@@H](CO)NC(=O)O. Its HOMO energy is -0.3601 Eh. The calculation puts the LUMO energy at 0.687 eV. Its multiplicity is 1.

Cartesian coordinates (Å):
C 2.27 -0.42 -0.99
C 1.16 -0.34 0.11
C 1.07 1.03 0.80
O 0.22 1.96 0.24
N -0.12 -0.68 -0.62
C -1.28 -0.57 0.13
O -2.23 -0.99 -0.73
O -1.45 -0.18 1.26
H 3.04 0.25 -0.51
H 2.73 -1.38 -1.17
H 1.83 -0.09 -1.93
H 1.44 -1.11 0.86
H 2.03 1.37 1.16
H 0.53 0.71 1.74
H 0.61 2.27 -0.63
H -0.19 -0.83 -1.61
H -3.11 -1.15 -0.37


Short version: (P) is the most stable of them.


(P)
ORCA calculation (wB97M-V/def2-TZVPD) on a 2-piece molecular cluster, C4H9NO3 overall.

Its total charge is 0. As for the structure (SMILES): CC(=O)NCC=O.O. Its HOMO energy is -0.3585 Eh. The calculation puts the LUMO energy at 0.597 eV. Its multiplicity is 1.

Cartesian coordinates (Å):
C -0.15 0.68 1.50
C -0.38 1.77 0.48
N -0.27 1.39 -0.84
C 0.14 0.12 -1.38
C -0.99 -0.78 -1.83
O -0.92 -1.98 -1.80
O -0.62 2.93 0.75
H 0.53 1.18 2.20
H -1.03 0.40 2.07
H 0.49 -0.10 1.13
H -0.44 2.11 -1.52
H 0.67 0.33 -2.31
H 0.85 -0.46 -0.79
H -1.90 -0.29 -2.22
H 1.64 -2.74 0.84
H 0.76 -2.36 2.07
O 1.62 -2.20 1.65


(Q)
ORCA calculation (wB97M-V/def2-TZVPD) on an isolated molecule of C4H9NO3.

Its total charge is 0. As for the structure (SMILES): CO[C@](C)(O)/C=N/O. Its HOMO energy is -0.3666 Eh. The calculation puts the LUMO energy at 0.858 eV. Its multiplicity is 1.

Cartesian coordinates (Å):
C -0.48 -0.54 -0.19
C -0.75 1.62 1.44
C -0.60 0.44 -1.32
C 0.79 -1.30 -0.08
O -0.57 0.22 1.31
O -1.59 -1.25 0.08
O 2.90 -1.78 -0.59
N 1.78 -0.97 -0.80
H -1.58 -0.82 1.12
H 3.54 -1.44 -1.23
H 0.83 -2.11 0.65
H 0.09 2.16 1.01
H -0.81 1.85 2.50
H -1.67 1.95 0.95
H 0.25 1.12 -1.35
H -1.53 0.99 -1.24
H -0.61 -0.13 -2.25


(R)
ORCA calculation (wB97M-V/def2-TZVPD) on an isolated molecule of C4H9NO3.

Its total charge is 0. As for the structure (SMILES): C[C@@H](O)CNC(=O)O. Its HOMO energy is -0.3670 Eh. The calculation puts the LUMO energy at 0.737 eV. Its multiplicity is 1.

Cartesian coordinates (Å):
C -0.62 -0.14 0.07
C 0.51 -0.28 1.10
C 0.47 -1.48 1.99
O 1.80 -0.21 0.49
N -0.21 0.91 -0.86
C -1.04 1.32 -1.84
O -0.26 1.97 -2.76
O -2.22 1.18 -2.07
H -0.75 -1.06 -0.51
H -1.58 0.10 0.51
H 0.51 0.74 1.62
H -0.53 -1.67 2.37
H 1.16 -1.42 2.83
H 0.78 -2.40 1.51
H 1.93 -0.95 -0.12
H 0.80 1.04 -0.83
H -0.75 2.35 -3.49


Short version: (R) is the most stable of them.


(P)
ORCA calculation (wB97M-V/def2-TZVPD) on an isolated molecule of C4H9NO3.

Its total charge is 0. As for the structure (SMILES): N[C@H](CO)CC(=O)O. Its HOMO energy is -0.3501 Eh. The calculation puts the LUMO energy at 0.617 eV. Its multiplicity is 1.

Cartesian coordinates (Å):
C -1.43 -0.77 1.07
O -0.63 -1.27 2.11
C -0.66 0.28 0.24
C 0.16 -0.50 -0.80
C 1.34 0.21 -1.41
O 1.31 0.20 -2.76
O 2.25 0.72 -0.78
N 0.13 1.11 1.12
H -2.35 -0.30 1.46
H -1.70 -1.64 0.47
H -1.39 0.88 -0.30
H 0.61 -1.40 -0.35
H -0.54 -0.83 -1.56
H 2.09 0.69 -3.08
H -0.19 2.05 1.24
H -0.12 -0.51 2.43
H 1.12 1.09 0.91


(Q)
ORCA calculation (wB97M-V/def2-TZVPD) on a 3-piece molecular cluster, C4H9NO3 overall.

Its total charge is 0. As for the structure (SMILES): C/C=N/C.O=C=O.O. Its HOMO energy is -0.3803 Eh. The calculation puts the LUMO energy at 0.778 eV. Its multiplicity is 1.

Cartesian coordinates (Å):
C -1.43 -1.37 0.19
C 1.51 0.26 1.84
C 0.47 -0.71 1.40
N -0.45 -0.40 0.61
H 0.56 -1.72 1.81
H -2.42 -1.01 0.49
H -1.41 -1.39 -0.91
H -1.26 -2.36 0.61
H 1.33 1.25 1.41
H 1.51 0.33 2.93
H 2.50 -0.09 1.53
C 0.08 0.79 -2.92
O 0.83 1.70 -3.04
O -0.76 1.62 -1.20
O -0.45 -0.24 -3.02
H -0.03 2.35 -1.28
H -0.58 0.99 -0.45


Short version: (P) is the most stable of them.


(P)
ORCA calculation (wB97M-V/def2-TZVPD) on a 2-piece molecular cluster, C4H9NO3 overall.

Its total charge is 0. As for the structure (SMILES): C/C(O)=N/O.CC=O. Its HOMO energy is -0.3399 Eh. The calculation puts the LUMO energy at 0.853 eV. Its multiplicity is 1.

Cartesian coordinates (Å):
C -0.11 -1.72 -1.15
C -1.09 -0.93 -0.37
O -2.68 0.54 0.12
O -1.12 -1.19 0.94
N -1.89 -0.06 -0.88
H -3.06 1.31 -0.35
H -1.84 -0.64 1.30
H -0.62 -2.55 -1.66
H 0.36 -1.08 -1.90
H 0.67 -2.12 -0.50
C 2.15 0.90 0.42
C 0.92 1.59 0.92
O 0.31 2.43 0.28
H 0.63 1.34 1.96
H 2.10 -0.16 0.67
H 3.03 1.34 0.89
H 2.22 1.00 -0.67


(Q)
ORCA calculation (wB97M-V/def2-TZVPD) on an isolated molecule of C4H9NO3.

Its total charge is 0. As for the structure (SMILES): C[C@@H](O)[C@H](N)C(=O)O. Its HOMO energy is -0.3602 Eh. The calculation puts the LUMO energy at 0.623 eV. Its multiplicity is 1.

Cartesian coordinates (Å):
C -0.09 0.40 -0.61
C -1.23 -0.33 0.15
C 1.36 0.17 -0.32
C 1.65 0.58 1.16
H -1.20 1.97 -0.01
H -0.93 2.11 -1.63
H -0.23 -0.01 -1.55
H 2.07 0.74 -0.98
H 1.07 -1.70 0.22
H 2.75 0.65 1.23
H 0.93 1.36 1.47
H 1.42 -0.23 1.80
H -0.58 -1.58 -0.71
N -0.43 1.78 -0.74
O -1.88 0.21 1.00
O 1.65 -1.24 -0.41
O -1.32 -1.55 -0.21


(R)
ORCA calculation (wB97M-V/def2-TZVPD) on an isolated molecule of C4H9NO3.

Its total charge is 0. As for the structure (SMILES): COCON(C)C=O. Its HOMO energy is -0.3485 Eh. The calculation puts the LUMO energy at 0.778 eV. Its multiplicity is 1.

Cartesian coordinates (Å):
C 2.39 -0.02 -0.83
C 0.91 -0.48 0.89
C -1.71 -0.50 -0.88
C -1.95 1.03 1.06
H 3.21 -0.68 -0.54
H 2.30 0.35 -1.96
H 2.74 1.00 -0.24
H 1.51 -1.13 1.49
H 1.04 0.58 1.10
H -2.08 0.45 -1.54
H -0.50 -0.61 -1.38
H -2.56 -1.30 -0.87
H -2.88 1.41 0.36
N -1.39 -0.09 0.54
O 1.07 -0.41 -0.56
O -0.39 -0.93 1.18
O -1.71 1.33 2.17


(S)
ORCA calculation (wB97M-V/def2-TZVPD) on a 2-piece molecular cluster, C4H9NO3 overall.

Its total charge is 0. As for the structure (SMILES): NC(=O)O.C=CCO. Its HOMO energy is -0.3804 Eh. The calculation puts the LUMO energy at 0.174 eV. Its multiplicity is 1.

Cartesian coordinates (Å):
C 0.97 -1.40 1.07
O 1.43 -2.44 1.93
C 0.14 -2.02 -0.01
C -1.10 -1.67 -0.31
H 1.84 -0.89 0.62
H 0.37 -0.67 1.62
H 1.69 -2.05 2.77
H 0.64 -2.79 -0.58
H -1.61 -2.15 -1.13
H -1.61 -0.89 0.23
N 0.22 2.18 -1.46
C -0.96 2.69 -0.96
O -0.90 3.09 0.34
O -1.94 2.85 -1.62
H 0.13 1.83 -2.40
H 0.83 1.64 -0.87
H -0.15 2.67 0.78


Short version: (S) is the most stable of them.